The following is a DFT calculation (ωB97M-V/def2-TZVPD) of an isolated molecule of C3H6N2S in a non-equilibrium geometry.

- SMILES: C[C@](N)(S)C#N
- Energy above the lowest of the compared OMol25 structures with the same formula, charge and spin: 38.6 kcal/mol
- Gap between HOMO and LUMO: 10.3 eV
- LUMO level: 0.56 eV
- E_HOMO: -9.8 eV

```
! RIJCOSX wB97M-V def2-TZVPD def2/J DEFGRID3
* xyz 0 1
C 0.20440 0.39844 -0.88758
C -0.95160 0.05682 0.13278
N -0.56666 0.53740 1.45668
S -1.14909 -1.81794 -0.04796
C -2.19873 0.69896 -0.16381
N -3.18421 1.20620 -0.21928
H -0.12793 0.20258 -1.98484
H 1.05052 -0.33716 -0.66624
H 0.57937 1.35853 -0.93940
H -1.28362 0.40134 2.25846
H 0.21700 0.00086 1.87948
H -0.46716 -1.88956 1.08412
*
```

The following is a DFT calculation (ωB97M-V/def2-TZVPD) of an isolated molecule of C5H6O2 in a non-equilibrium geometry.

- SMILES: O=CCC#CCO
- Energy above the lowest of the compared OMol25 structures with the same formula, charge and spin: 78.6 kcal/mol
- Gap between HOMO and LUMO: 10.0 eV
- LUMO level: 0.61 eV
- E_HOMO: -9.3 eV

```
! RIJCOSX wB97M-V def2-TZVPD def2/J DEFGRID3
* xyz 0 1
O 1.25862 -1.93396 -1.63725
C 0.88206 -1.07938 -0.87642
C 1.87502 -0.44471 0.22983
C 1.01176 0.48964 0.93597
C -0.05678 1.01814 1.13178
C -1.45379 1.15138 0.69283
O -1.70390 0.25704 -0.41900
H -0.17098 -0.63647 -0.85175
H 2.26397 -1.23753 0.88299
H 2.72712 0.04569 -0.26054
H -2.15704 0.93370 1.49698
H -1.63979 2.15124 0.29643
H -2.17686 -0.53982 -0.14168
*
```

The following is a DFT calculation (ωB97M-V/def2-TZVPD) of an isolated molecule of C4H9NO.

- SMILES: C=CON(C)C
- Energy above the lowest of the compared OMol25 structures with the same formula, charge and spin: 89.2 kcal/mol
- Gap between HOMO and LUMO: 9.7 eV
- LUMO level: 1.12 eV
- E_HOMO: -8.6 eV

```
! RIJCOSX wB97M-V def2-TZVPD def2/J DEFGRID3
* xyz 0 1
C 1.92881 -1.00013 -0.76706
C 1.50489 -0.90020 0.48276
O 0.78225 0.21205 0.89126
N -0.31744 0.29963 -0.04232
C -1.40054 -0.47047 0.52689
C -0.69751 1.66209 -0.33068
H 1.80276 -0.14265 -1.41693
H 2.29196 -1.92227 -1.19608
H 1.57817 -1.69473 1.22512
H -2.12166 -0.66874 -0.27030
H -1.90199 0.03352 1.36758
H -0.99969 -1.42626 0.87141
H -1.17753 2.19496 0.50542
H 0.15435 2.23630 -0.70059
H -1.42682 1.58688 -1.14648
*
```

The following is a DFT calculation (ωB97M-V/def2-TZVPD) of C27H28InN4O4Si as an isolated structure.

- Energy above the lowest of the compared OMol25 structures with the same formula, charge and spin: 18.5 kcal/mol
- Gap between HOMO and LUMO: 7.1 eV
- LUMO level: 1.89 eV
- E_HOMO: -5.2 eV

```
! RIJCOSX wB97M-V def2-TZVPD def2/J DEFGRID3
* xyz -1 1
In 0.60392 -0.33048 0.63986
O -0.81654 -0.95228 7.66662
C -0.64942 0.15875 7.13347
O -0.51800 1.29393 7.63468
C -0.40579 0.10686 5.60848
C -0.21871 1.28104 4.88999
C -0.00430 1.21638 3.52816
N 0.04028 0.05623 2.86742
C -0.14171 -1.08552 3.54646
C -0.37151 -1.09569 4.91056
C -0.09060 -2.37354 2.73477
O -0.30408 -3.43616 3.27705
O 0.17852 -2.23110 1.46437
H -0.24510 2.21994 5.42612
H 0.13454 2.11143 2.93063
H -0.52637 -2.02675 5.43566
C -4.80556 -1.88901 -2.21791
C -3.47263 -2.18453 -2.47143
C -2.47302 -1.39187 -1.92266
C -2.77408 -0.28477 -1.12133
C -4.12302 -0.00842 -0.87863
C -5.12894 -0.80134 -1.41882
Si -1.42853 0.82833 -0.42656
C -0.85445 1.99010 -1.80789
C -0.86012 3.37801 -1.65107
C -0.35838 4.22213 -2.63674
C 0.15522 3.69146 -3.81128
C 0.16166 2.31348 -3.99550
C -0.33459 1.47821 -3.00325
H -5.58915 -2.50966 -2.63522
H -3.21021 -3.03700 -3.08702
H -1.43794 -1.64736 -2.12080
H -4.39272 0.83569 -0.25387
H -6.16726 -0.57178 -1.21197
H -2.10590 1.71441 0.55987
H -1.25959 3.81089 -0.73968
H -0.37014 5.29532 -2.48688
H 0.54370 4.34660 -4.58166
H 0.55154 1.89109 -4.91390
H -0.31915 0.40463 -3.16810
N -0.04127 -5.17124 -2.30471
C 0.58248 -3.95170 -2.34537
C 0.53584 -3.09763 -1.22640
N 1.09109 -1.90546 -1.27567
C 1.70062 -1.52112 -2.40558
C 1.73645 -2.37342 -3.48726
N 1.18243 -3.58791 -3.46757
H -0.26873 -5.56111 -1.40695
H 0.20540 -5.81850 -3.03356
H 0.06058 -3.37912 -0.29299
H 2.14374 -0.53410 -2.42733
H 2.22991 -2.07546 -4.40527
C 2.27230 2.62475 0.23841
C 2.98905 1.64339 1.16114
C 4.49398 1.91243 1.14985
C 2.68298 0.18661 0.80653
H 2.58282 3.65679 0.42185
H 1.18658 2.58536 0.36196
H 2.48088 2.39470 -0.81324
H 2.63223 1.82052 2.18214
H 4.89113 1.77816 0.13740
H 5.02214 1.22007 1.80891
H 4.72841 2.93175 1.46984
H 3.06857 -0.47922 1.58413
H 3.19853 -0.08618 -0.12229
*
```

The following is a DFT calculation (ωB97M-V/def2-TZVPD) of an isolated molecule of C5H6O2 in a non-equilibrium geometry.

- SMILES: O=CC1(C=O)CC1
- Energy above the lowest of the compared OMol25 structures with the same formula, charge and spin: 37.0 kcal/mol
- Gap between HOMO and LUMO: 10.5 eV
- LUMO level: 0.47 eV
- E_HOMO: -10.0 eV

```
! RIJCOSX wB97M-V def2-TZVPD def2/J DEFGRID3
* xyz 0 1
O 1.89960 -1.32138 -0.64067
C 1.48849 -0.18251 -0.58423
C 0.09461 0.17470 -0.17282
C -0.43058 1.51594 -0.46658
O -1.53663 1.88508 -0.14096
C -0.35085 -0.39386 1.19905
C -0.82231 -1.02094 -0.04103
H 2.16374 0.65573 -0.85508
H 0.27803 2.20228 -0.97426
H -1.11597 0.13621 1.76127
H 0.57948 -0.56237 1.70192
H -1.84931 -0.76750 -0.28769
H -0.42499 -1.95148 -0.43007
*
```